18
Properties=species:S:1:pos:R:3 method="wB97M-V/def2-TZVPD" energy_ha=-418.0963 relative_energy_ev=9.924 lumo_energy_ev=-4.1239 homo_energy_ev=-8.50 orbital_gap_ev=4.38 spin_multiplicity=1
N -2.526 -0.768 -1.012
O -1.817 -0.761 1.360
H -2.727 -1.139 -0.015
C -1.166 0.247 0.668
H -2.827 -1.459 -1.727
C -1.171 -0.341 -0.890
C 2.297 0.165 -0.086
O 1.595 -0.525 -1.010
H 2.811 -0.542 0.695
C 1.378 1.174 0.639
H 3.249 0.593 -0.592
H 0.853 1.811 -0.082
H -0.702 0.180 -1.748
H 1.930 1.693 1.449
H -1.778 1.171 0.774
N 0.309 0.314 1.245
H -0.400 -1.155 -0.821
H 0.692 -0.657 1.154

***

77
Properties=species:S:1:pos:R:3 method="wB97M-V/def2-TZVPD" energy_ha=-7688.8880 relative_energy_ev=0.344 lumo_energy_ev="2.5350 / 2.4589" homo_energy_ev="-4.90 / -5.00" orbital_gap_ev="7.44 / 7.45" spin_multiplicity=3 charge=-1
Ge -0.875 1.167 -0.430
H 0.062 3.400 -2.189
C -3.774 -2.783 -0.574
C -2.210 -1.370 -3.433
C -3.332 -2.617 -5.692
C 5.321 2.559 0.780
C -1.476 2.485 4.129
H -1.106 -4.564 0.040
H 2.620 1.696 3.947
H -2.537 -4.432 -4.869
H -4.011 -0.650 -6.227
H 0.412 3.191 5.095
C -2.813 -2.090 0.390
I 0.385 -1.839 4.461
H -0.785 -4.605 -1.692
C -2.104 -2.741 -3.629
H 3.408 -1.076 1.732
H -1.583 -3.339 -2.899
H 5.135 3.323 0.036
H 0.744 2.725 0.742
C 4.513 0.704 2.094
N 2.077 0.301 2.504
C 0.623 2.439 -0.306
H -3.336 -3.682 -1.014
N -0.438 1.134 2.645
H 3.315 1.809 0.705
C -2.916 -0.634 -4.392
H -2.609 3.717 -1.315
H 7.386 3.091 1.048
Ni 0.386 -0.218 1.292
H -2.551 1.194 2.671
C -0.308 -1.814 2.408
C -3.207 2.842 -1.052
H -1.432 1.220 -3.107
H -3.294 -1.202 0.810
C -1.297 0.585 -2.232
C 5.779 0.578 2.652
S 3.874 -0.829 -2.103
H 7.791 1.315 2.726
C 6.810 1.430 2.280
H 5.961 -0.197 3.388
H 1.281 4.271 -1.270
C -1.631 1.568 3.092
C 0.373 3.670 -1.177
H -1.381 -1.743 2.569
H -4.204 3.200 -0.780
C -1.610 -0.718 -2.243
H 0.456 -5.091 -0.569
Ge -1.123 -1.478 -0.455
H -0.094 -2.837 2.097
H 1.531 1.922 -0.611
H -3.764 -3.095 -6.562
C 2.707 -0.634 -0.980
C 3.418 -0.268 2.465
C 0.204 -2.946 -0.623
H 0.886 -2.706 -1.440
C -3.466 -1.245 -5.505
C 1.842 1.271 3.308
H -3.272 1.256 0.399
H -2.269 2.980 4.669
C 4.294 1.707 1.154
C -2.578 2.043 0.090
C 6.584 2.425 1.342
N 1.871 -0.496 -0.174
H -2.415 2.677 0.959
H -0.401 4.313 -0.753
H -2.588 -2.743 1.233
H -3.054 0.431 -4.253
H -4.691 -3.085 -0.061
C -0.349 -4.367 -0.723
H 0.811 -2.888 0.277
H -3.316 2.240 -1.956
C 0.503 1.752 3.421
C -2.649 -3.361 -4.744
H 3.638 -0.722 3.437
H -4.060 -2.130 -1.401
C -0.096 2.602 4.346

***

16
Properties=species:S:1:pos:R:3 method="wB97M-V/def2-TZVPD" energy_ha=-565.6142 relative_energy_ev=2.596 lumo_energy_ev=0.9583 homo_energy_ev=-9.38 orbital_gap_ev=10.34 spin_multiplicity=1 smiles=CN1N[C@@]1(C)C(F)(F)F
H -0.566 1.884 1.036
N 0.367 0.940 -0.464
N 0.311 1.311 1.007
H -0.636 -2.130 0.888
F -2.401 1.073 -0.258
H 1.707 0.142 -1.871
C -1.824 -0.152 -0.080
C 0.240 -1.408 0.611
H 2.076 1.693 -1.120
F -2.036 -0.771 -1.239
F -2.544 -0.777 0.910
H 0.903 -1.654 -0.191
H 2.390 0.352 -0.193
C -0.371 -0.146 0.305
C 1.744 0.727 -0.959
H 0.641 -1.084 1.617

***

77
Properties=species:S:1:pos:R:3 method="wB97M-V/def2-TZVPD" energy_ha=-3816.6980 lumo_energy_ev="-9.6366 / -10.0640" homo_energy_ev="-13.94 / -13.94" orbital_gap_ev="4.31 / 3.88" spin_multiplicity=10 charge=+2
C 6.650 1.308 0.165
C -0.513 -0.787 -3.502
H -1.540 2.644 -0.991
H 6.769 0.978 -1.939
H 6.738 2.364 -0.091
C -3.194 -4.023 -1.697
H -1.309 1.615 -5.153
H 8.458 1.667 1.011
O -3.597 0.229 -4.190
C -2.964 0.473 2.766
H 0.466 1.614 0.661
C -1.817 -3.708 -1.096
H 0.528 0.961 -3.234
H -3.364 -1.144 4.208
H 2.043 -3.177 4.531
H -0.628 -0.857 -2.420
Cr 3.776 2.695 0.652
C 1.033 -3.042 1.249
C -2.018 -2.471 -0.283
C 7.268 0.569 -1.061
H -4.618 2.890 -1.460
H -3.066 -4.452 -2.691
H 1.619 -3.101 0.332
O 2.982 -2.015 2.217
H -2.313 4.724 -2.162
H -1.470 -4.601 -0.576
H 7.206 1.945 2.238
O -2.308 3.894 1.528
H 0.521 0.315 -0.449
C -1.271 0.812 4.303
C 7.534 1.280 1.439
H 0.415 -3.940 1.275
C -1.422 0.398 2.878
O -2.440 0.408 5.031
H 0.908 1.995 -0.889
O 5.323 0.974 0.414
H -3.322 1.501 2.726
H -3.394 0.009 1.879
O 2.353 1.079 0.369
H 7.558 0.241 1.766
H -1.038 -0.603 2.684
C 1.344 -2.903 3.740
H 0.844 -1.942 3.858
C -3.574 3.031 -1.742
O -3.673 -0.745 -0.572
H -1.210 -3.621 -1.997
H 0.532 -3.630 3.724
C -1.422 1.218 -4.144
O -1.869 -1.016 -3.709
C 1.070 1.209 -0.152
Cr 3.807 -0.813 0.456
C -2.581 3.870 0.296
H -3.415 2.566 -2.715
H -0.982 1.135 2.205
H 6.918 -0.461 -1.118
H -4.488 0.218 4.371
O -3.078 4.899 -0.325
H -3.968 5.168 -2.265
C -2.556 2.664 -0.597
C -2.468 0.145 -3.976
C -3.275 4.570 -1.673
H -2.083 -2.551 0.802
H 0.150 -1.573 -3.861
H -1.119 -1.889 -0.484
H 8.341 0.755 -1.117
O -0.305 1.381 4.851
H -3.842 -4.677 -1.114
H 0.483 -2.101 1.231
O -3.808 -2.750 -1.703
H 0.423 0.748 -4.989
H -1.596 2.040 -3.450
C -3.468 -0.063 4.108
H -2.969 1.756 -0.159
C 2.076 -3.035 2.400
H 2.550 -4.015 2.348
C -0.097 0.587 -4.045
C -3.235 -1.838 -0.923

***

110
Properties=species:S:1:pos:R:3 method="wB97M-V/def2-TZVPD" energy_ha=-4767.6632 lumo_energy_ev=0.7022 homo_energy_ev=-4.49 orbital_gap_ev=5.19 spin_multiplicity=1 charge=-1
H -1.343 -0.014 -0.761
H -2.911 -5.723 -3.833
C 3.785 3.579 2.442
H 1.115 -0.049 2.156
H -1.313 -2.414 -4.164
C 0.225 -1.888 0.387
O 6.314 -3.489 2.108
C 3.615 1.527 1.216
C -1.969 -6.192 -4.107
C 0.790 -1.610 -1.032
O 2.871 -1.419 -3.567
O 1.843 -3.775 -3.690
C 5.626 -4.655 0.170
F -6.412 -2.774 0.242
F -4.898 -1.199 1.833
H -1.876 -1.773 2.288
O -1.273 -1.449 -4.067
H -3.201 2.369 -3.623
N -0.581 -0.774 1.005
O -4.860 4.403 -2.255
H 2.264 4.944 1.734
H 3.034 5.395 3.277
H -2.231 -2.594 -0.329
H -0.210 -3.061 -2.337
H 4.634 1.740 0.887
H -2.268 3.854 4.871
C -0.352 2.138 2.656
H 6.816 6.901 5.335
O -2.694 4.824 -1.197
C -2.737 3.310 -3.343
C -1.227 3.135 -3.169
H 0.388 2.838 -1.188
C -0.941 3.223 3.306
H 1.857 4.041 3.219
H 4.295 3.864 1.524
C -2.039 1.701 4.795
H 2.569 2.916 0.036
H -3.481 -0.212 -0.714
C -1.452 0.597 4.153
H 1.183 1.853 -2.382
H 0.102 -1.187 2.995
H -1.815 1.578 -1.872
C 5.398 -3.595 1.277
H -2.057 -7.265 -3.948
C -1.768 -0.762 4.739
H -0.764 3.145 -4.151
O 4.084 -3.386 -2.587
F 1.238 -2.213 1.222
H 4.243 -4.117 -3.194
O 4.310 -2.960 1.226
H 3.108 1.491 -0.865
H -4.227 -1.700 -1.215
C -3.863 -1.160 -0.343
O -0.113 -1.211 -3.266
C -2.801 -2.005 0.376
F -7.398 -0.946 0.757
H -2.177 -0.668 5.736
C -0.935 1.780 -2.477
O 1.245 -0.302 -1.273
H -1.248 1.189 0.460
S -3.465 3.792 -1.802
C 5.624 6.441 4.028
F -6.602 -1.170 -1.211
C -0.602 0.808 3.042
H -0.352 -2.810 0.326
C 2.023 -2.519 -1.167
H -5.558 3.871 -1.849
H 0.328 2.350 1.848
C 0.362 1.864 -1.670
H 1.464 -3.298 -4.442
H -0.711 4.228 2.984
H 3.604 0.460 1.449
C 0.085 -0.337 2.328
C 2.670 1.830 0.073
O -3.745 2.631 -0.997
H -0.843 3.965 -2.583
C -1.613 -5.923 -5.545
H -2.337 -6.405 -6.199
H -2.692 1.530 5.639
H 2.870 -2.109 -0.614
H 4.477 3.632 3.278
H -0.931 -1.453 4.719
C 2.643 4.573 2.686
C -6.393 -1.466 0.062
H -1.282 -1.809 -1.758
H -2.562 -0.307 1.636
P 2.683 -2.684 -2.852
H -0.622 -6.300 -5.785
C -0.702 0.357 0.032
C -1.805 3.013 4.379
H 4.784 -4.700 -0.522
C -1.979 -1.184 1.386
Cl -0.711 -5.599 -2.993
C -5.068 -0.843 0.540
H 6.530 -4.411 -0.393
O 3.219 2.256 2.348
O 1.399 1.269 0.397
H -3.364 -2.720 0.970
O 4.998 6.777 3.020
O 5.634 5.354 4.654
H -0.896 1.041 -3.272
Cl -1.641 -4.182 -5.939
H 5.761 -5.638 0.627
C 0.590 0.774 -0.617
O 6.477 7.424 4.598
C -0.259 -1.994 -2.107
F -5.275 0.492 0.536
H -2.564 -1.223 4.148
H 1.796 -3.527 -0.825
H -2.963 4.087 -4.068

***

180
Properties=species:S:1:pos:R:3 method="wB97M-V/def2-TZVPD" energy_ha=-37185.0736 lumo_energy_ev=-0.0707 homo_energy_ev=-7.84 orbital_gap_ev=7.77 spin_multiplicity=1
Cl 11.790 6.103 0.698
Cl -6.779 -5.127 -2.173
C -6.651 -1.147 -0.356
Cl -3.804 4.713 1.146
N 1.736 -0.115 -0.008
C 11.438 11.709 4.533
H 0.569 -2.625 -2.005
Cl 10.470 10.305 -3.624
H 5.895 1.515 -1.029
C -3.912 2.088 5.303
C -12.666 -11.440 1.355
Cl 3.452 3.435 -3.354
Cl 7.764 -1.202 0.249
Cl -9.076 -6.773 -2.020
C 4.926 1.964 -0.820
Cl 10.931 5.556 3.400
Cl -2.654 -7.303 -5.770
Cl -4.293 -5.738 -3.516
H 4.235 0.938 -2.604
H 1.392 5.601 -3.006
H 5.903 6.443 1.050
C 8.835 10.950 -3.418
H -4.656 1.280 -2.614
O -7.480 0.257 -2.157
H 4.741 -1.437 4.118
C 7.641 -1.953 1.833
Cl 6.564 -4.816 -2.375
Cl 16.542 12.711 3.924
H -0.103 -1.030 -1.828
C -6.545 -6.401 -11.488
Cl -12.620 -7.066 9.284
Cl -2.446 1.449 4.531
Cl -14.431 -9.236 9.875
C 17.306 13.169 5.452
C 4.653 2.007 0.710
C 4.336 3.442 1.123
Cl 0.130 -7.930 -6.200
C 3.118 3.787 1.672
Cl -4.399 1.002 6.614
H 4.902 2.952 -1.274
S 0.619 4.654 -3.578
Cl -1.580 3.181 2.166
Cl -5.482 -7.002 -10.210
C -5.809 -1.319 0.734
Cl -6.392 -4.112 -8.022
H -4.366 -0.434 2.036
Cl -6.922 -6.322 -6.244
H -0.970 -0.381 4.592
C -3.350 -4.341 3.043
Cl 11.787 8.210 2.669
Cl -5.063 -4.767 3.130
C -5.822 2.417 -1.362
H -3.919 3.675 -3.641
Cl -5.203 2.177 4.097
C 2.457 1.574 -1.605
Cl -11.071 -11.984 1.902
Cl -11.960 -13.678 7.214
C -0.136 2.655 -1.805
C 5.098 5.723 1.233
C 1.416 0.994 -0.859
C -7.209 -4.599 -6.535
Cl -14.037 -8.384 7.144
C -5.022 0.946 0.511
C 6.655 -5.503 -4.004
H -1.559 4.262 -2.218
Cl -11.559 -11.529 5.329
Cl -2.430 5.609 3.517
Cl -14.074 -11.776 6.713
Cl 18.348 14.572 5.191
C 0.854 -0.667 3.554
H 1.471 -2.190 -0.015
C 0.903 3.230 -2.537
Cl -3.611 3.693 5.971
C 2.185 2.672 -2.417
Cl 18.274 11.819 6.054
C 0.154 1.556 -1.004
H 6.258 4.075 0.455
Cl -4.863 -3.014 -2.731
Cl -15.468 -6.693 8.993
H 2.818 -1.646 -0.965
H 2.562 -4.862 -1.779
H 3.730 7.112 2.077
C 3.897 1.078 -1.572
H 3.334 -2.158 4.447
Cl 13.100 12.120 4.964
N -5.033 2.216 -2.585
Cl 8.563 -3.466 1.829
Cl -13.768 -11.354 2.734
C 3.883 6.074 1.796
C -10.339 -7.843 -1.397
Cl -11.677 -6.870 -0.767
C -2.530 2.382 -2.660
S -1.213 0.833 -0.112
Cl 7.274 10.878 1.317
H -3.868 3.888 -1.892
H -5.803 -2.290 1.218
P 3.320 -1.263 2.334
H -2.635 1.380 -2.230
H -4.391 1.762 0.851
H 2.333 3.055 1.842
H 3.837 1.333 0.974
C -1.023 -6.630 -5.885
Cl 10.958 10.233 5.388
C -12.321 -11.986 6.854
Cl -13.298 -12.583 0.164
C 2.799 -2.027 -3.578
Cl -5.717 -5.125 -12.390
H 3.607 -1.689 -2.912
C -0.378 0.223 1.317
C 1.571 -0.637 2.370
C -5.852 1.084 -0.591
H 3.963 -3.954 -1.795
C 1.777 -1.432 -0.737
C 2.696 -3.555 -3.386
H 1.962 5.392 2.448
Cl -1.139 5.777 0.952
Cl -9.676 -8.843 -0.101
Cl 10.361 13.031 4.994
Cl -6.578 -3.662 -5.178
C -6.684 0.060 -1.042
Cl 13.718 6.071 2.847
Cl -12.515 -9.844 0.618
Cl -2.548 -5.363 1.845
H -7.291 -1.944 -0.727
H -2.150 0.469 2.535
C -1.526 3.231 -1.870
O 3.137 -2.821 1.747
C 12.058 6.487 2.404
H 1.629 -0.181 -3.489
H 3.467 -4.007 -4.029
Cl 11.333 11.449 2.783
Cl 8.628 9.289 3.301
Cl -11.697 -10.965 8.155
H 1.379 -1.024 4.435
C 2.907 5.124 2.004
Cl 8.299 -0.866 3.064
Cl -0.613 -5.832 -4.362
Cl -6.955 -7.726 -12.584
Cl -8.948 -4.314 -6.696
C -0.469 -0.287 3.643
Cl -0.964 -5.454 -7.201
C 5.323 4.401 0.902
N 2.978 -3.973 -2.011
C -3.895 3.134 -2.686
H 1.707 -3.911 -3.685
Cl -2.601 -4.579 4.626
C 0.966 -0.156 1.196
C -5.020 -0.273 1.170
Cl -10.928 -8.881 -2.700
Cl 7.691 9.952 -4.322
Cl 8.778 12.610 -4.027
H -5.368 3.129 -0.668
H 5.550 1.735 1.277
Cl 6.894 8.005 1.372
C 0.841 -1.563 -1.950
Cl 7.271 -7.157 -3.907
H 2.742 -3.402 2.414
Cl -3.194 -2.654 2.548
H -8.343 0.526 -1.821
Cl 7.745 -4.524 -4.990
C -1.118 0.174 2.499
H 3.178 -1.860 -4.592
C 8.060 9.322 1.627
H -2.201 2.255 -3.698
H -6.865 2.670 -1.580
C -5.058 -4.724 -2.290
Cl 9.426 9.112 0.518
Cl -8.022 -5.750 -10.771
Cl -4.290 -5.009 -0.724
C -14.139 -7.845 8.823
N 3.743 -1.339 3.994
H 3.884 0.093 -1.096
H 0.783 -1.597 -4.078
H -1.902 3.258 -0.836
C 1.501 -1.254 -3.318
Cl 16.059 13.575 6.639
Cl 8.409 10.930 -1.705
Cl 5.942 -2.299 2.199
C -2.230 4.819 1.956
Cl 5.046 -5.514 -4.742

***

Please write out number 2 again, unchanged.
77
Properties=species:S:1:pos:R:3 method="wB97M-V/def2-TZVPD" energy_ha=-7688.8880 relative_energy_ev=0.344 lumo_energy_ev="2.5350 / 2.4589" homo_energy_ev="-4.90 / -5.00" orbital_gap_ev="7.44 / 7.45" spin_multiplicity=3 charge=-1
Ge -0.875 1.167 -0.430
H 0.062 3.400 -2.189
C -3.774 -2.783 -0.574
C -2.210 -1.370 -3.433
C -3.332 -2.617 -5.692
C 5.321 2.559 0.780
C -1.476 2.485 4.129
H -1.106 -4.564 0.040
H 2.620 1.696 3.947
H -2.537 -4.432 -4.869
H -4.011 -0.650 -6.227
H 0.412 3.191 5.095
C -2.813 -2.090 0.390
I 0.385 -1.839 4.461
H -0.785 -4.605 -1.692
C -2.104 -2.741 -3.629
H 3.408 -1.076 1.732
H -1.583 -3.339 -2.899
H 5.135 3.323 0.036
H 0.744 2.725 0.742
C 4.513 0.704 2.094
N 2.077 0.301 2.504
C 0.623 2.439 -0.306
H -3.336 -3.682 -1.014
N -0.438 1.134 2.645
H 3.315 1.809 0.705
C -2.916 -0.634 -4.392
H -2.609 3.717 -1.315
H 7.386 3.091 1.048
Ni 0.386 -0.218 1.292
H -2.551 1.194 2.671
C -0.308 -1.814 2.408
C -3.207 2.842 -1.052
H -1.432 1.220 -3.107
H -3.294 -1.202 0.810
C -1.297 0.585 -2.232
C 5.779 0.578 2.652
S 3.874 -0.829 -2.103
H 7.791 1.315 2.726
C 6.810 1.430 2.280
H 5.961 -0.197 3.388
H 1.281 4.271 -1.270
C -1.631 1.568 3.092
C 0.373 3.670 -1.177
H -1.381 -1.743 2.569
H -4.204 3.200 -0.780
C -1.610 -0.718 -2.243
H 0.456 -5.091 -0.569
Ge -1.123 -1.478 -0.455
H -0.094 -2.837 2.097
H 1.531 1.922 -0.611
H -3.764 -3.095 -6.562
C 2.707 -0.634 -0.980
C 3.418 -0.268 2.465
C 0.204 -2.946 -0.623
H 0.886 -2.706 -1.440
C -3.466 -1.245 -5.505
C 1.842 1.271 3.308
H -3.272 1.256 0.399
H -2.269 2.980 4.669
C 4.294 1.707 1.154
C -2.578 2.043 0.090
C 6.584 2.425 1.342
N 1.871 -0.496 -0.174
H -2.415 2.677 0.959
H -0.401 4.313 -0.753
H -2.588 -2.743 1.233
H -3.054 0.431 -4.253
H -4.691 -3.085 -0.061
C -0.349 -4.367 -0.723
H 0.811 -2.888 0.277
H -3.316 2.240 -1.956
C 0.503 1.752 3.421
C -2.649 -3.361 -4.744
H 3.638 -0.722 3.437
H -4.060 -2.130 -1.401
C -0.096 2.602 4.346